DFT (wB97M-V/def2-TZVPD) results for a gas-phase ion, C7H7N2O (charge +1).

```
17
Properties=species:S:1:pos:R:3
H -0.42 3.06 0.32
H 3.57 1.08 -0.28
H -2.43 -2.29 1.14
C 0.85 -1.33 -0.35
C 2.50 0.75 -0.24
C -2.05 -1.80 0.17
N -1.68 -0.44 0.26
H -1.07 -2.36 -0.14
C 1.39 1.61 -0.02
N 1.95 -1.89 -0.72
C 2.12 -0.54 -0.41
C 0.05 1.21 0.02
H 1.72 2.70 -0.26
O -0.87 2.15 0.27
H -2.42 0.16 0.82
H -2.74 -2.03 -0.61
C -0.47 -0.03 0.03
```

Properties
- LUMO level (eV) = -5.7
- electronic energy (Ha) = -455.17688
- SMILES string = C/[NH+]=c1/c(O)ccc2nc1-2
- charge = +1
- 2S+1 = 1
- energy above the lowest of the compared OMol25 structures with the same formula, charge and spin (kcal/mol) = 154.0
- HOMO (eV) = -12.84

---

DFT (wB97M-V/def2-TZVPD) results for 2 unconnected molecules or ions with the total composition C3H9NO3.

```
16
Properties=species:S:1:pos:R:3
H 0.88 1.57 1.48
H -0.78 -1.36 -0.83
N 1.76 0.97 -0.05
H -1.30 -0.43 -2.23
O 1.34 -0.21 1.82
H 2.13 0.98 -0.98
C -1.57 -0.73 -1.22
H -0.85 1.07 -0.27
H -2.48 -1.32 -1.27
O 2.34 -1.28 0.17
H -2.55 1.12 -0.71
H 2.27 -1.94 0.88
C -1.77 0.49 -0.32
C 1.83 -0.11 0.57
H -2.04 0.19 0.69
O 0.79 0.99 2.27
```

Properties
- LUMO level (eV) = 0.5
- electronic energy (Ha) = -400.08330
- SMILES string = [H]/N=C(\O)OO.CC
- 2S+1 = 1
- energy above the lowest of the compared OMol25 structures with the same formula, charge and spin (kcal/mol) = 86.7
- HOMO (eV) = -10.34